The following is a DFT calculation (ωB97M-V with the def2-TZVPD basis set) of a structure of composition C11H11NO at a distorted geometry.

Structure (XYZ):
```
24
Properties=species:S:1:pos:R:3:forces:R:3:mulliken_charge:R:1
C 3.93902 -0.72288 0.12010 -0.386 0.068 0.013 0.7354
C -3.52295 -1.19330 -0.42262 0.645 -2.981 1.236 -0.6946
C -3.24050 -0.00175 0.10414 0.345 3.231 0.372 -0.3263
C -2.47092 -2.10267 -0.63389 -0.710 2.106 -0.287 -0.3892
C -1.95934 0.51880 0.15978 2.623 -0.978 0.240 -0.5336
C -1.16755 -1.72061 -0.55839 1.658 0.070 0.186 -0.4816
C -0.91504 -0.41117 -0.17051 -1.762 1.659 -0.068 1.0023
C 3.05364 -0.90035 1.13055 -1.101 1.162 0.592 -0.7515
C 0.43270 0.07721 -0.12000 4.681 -0.320 0.793 0.2651
C 1.76729 2.19066 0.48951 3.751 -4.914 -3.107 -1.0730
C 0.90937 1.41593 -0.64057 0.334 2.173 0.932 -0.5222
N 4.67125 -0.32614 -0.68890 0.538 -0.064 -0.626 -0.4990
O 1.32467 -0.65756 0.40464 -1.569 -0.201 -0.515 -0.5674
H -4.50663 -1.58478 -0.18990 -0.196 -0.039 -0.912 0.3230
H -4.06026 0.57769 0.43461 -0.682 0.769 0.402 0.4089
H -2.75203 -3.03873 -0.88709 -0.525 -3.072 -0.804 0.5074
H -1.55280 1.48440 0.60106 -1.434 -1.103 -0.704 0.2759
H -0.25557 -2.34618 -0.74174 -1.306 0.303 0.122 0.3175
H 2.73112 -1.71079 1.74387 0.030 -0.571 -0.441 0.3095
H 2.57384 2.83263 0.11988 -0.336 -0.202 -0.450 0.3048
H 2.29843 1.36764 1.05850 -0.602 1.248 -0.166 0.2945
H 1.17020 2.73989 1.03661 -3.122 2.575 3.049 0.4609
H 1.45382 1.39858 -1.61886 -0.492 -0.521 0.896 0.3222
H 0.07824 2.11348 -0.73075 -0.382 -0.397 -0.754 0.3112
```
Forces are in eV/Å.

Total charge: 0
ΔE to the lowest compared entry with this formula, charge and spin (kcal/mol): 135.3
Max |F| (eV/A): 6.919
E (Ha): -555.5433

***

The following is a DFT calculation (ωB97M-V with the def2-TZVPD basis set) of a cluster of 2 separate species, C11H11NO in total at a distorted geometry.

Structure (XYZ):
```
24
Properties=species:S:1:pos:R:3:forces:R:3:mulliken_charge:R:1
C 1.04778 1.22650 0.23370 -3.887 -7.790 -2.270 0.5522
C -0.30353 1.40464 -0.03311 3.033 8.989 -0.016 -0.0959
C -1.32049 0.56612 -0.04043 -0.257 -1.835 -0.452 0.5410
C -2.66717 0.89216 -0.10141 -0.814 4.901 -3.137 -0.7033
C -3.61645 -0.02504 -0.04143 -2.265 -0.620 2.633 -0.2228
C -3.12883 -1.39494 0.37906 -4.113 1.364 -1.681 -0.7975
C -1.90622 -1.69618 -0.03019 4.049 -3.229 0.264 -0.4980
C -0.89793 -0.71888 -0.13519 0.888 -1.944 0.984 0.9519
C 0.54522 -1.06930 -0.06282 -6.886 -4.096 -1.707 -0.1859
C 1.43822 -0.20093 0.06270 5.727 4.188 -0.745 -0.2923
C 3.03364 -0.53358 -0.19614 -3.383 1.215 6.984 -0.7017
H 2.77562 2.02593 -0.45428 -1.872 0.014 1.925 0.2896
H 1.36898 2.97172 0.09299 2.794 -1.253 0.841 0.2642
H -0.66754 2.57698 -0.33097 1.280 -2.684 1.219 -0.0745
H -2.95478 2.03366 -0.57734 0.904 -3.128 1.890 0.0520
H -4.69852 0.50289 -0.01389 2.245 -2.365 -0.090 0.2606
H -3.88399 -2.11210 0.71473 0.426 0.022 -0.370 0.3607
H -1.32662 -2.70742 -0.12855 -2.196 1.123 0.713 0.1984
H 0.76805 -2.08610 -0.31945 0.228 -0.528 0.139 0.3533
H 3.14457 0.24640 0.77913 1.665 -2.326 -2.187 0.3554
H 3.45815 -0.10694 -1.02030 0.857 1.124 -2.377 0.3499
H 4.37928 -1.96743 0.92517 -4.409 0.376 -4.309 0.3617
N 2.00679 2.07840 0.32269 2.258 7.545 -2.304 -0.6853
O 3.40577 -1.90654 -0.02465 3.728 0.936 4.054 -0.6338
```
Forces are in eV/Å.

Total charge: 0
ΔE to the lowest compared entry with this formula, charge and spin (kcal/mol): 174.7
Max |F| (eV/A): 9.487
E (Ha): -555.4804

***

The following is a DFT calculation (ωB97M-V with the def2-TZVPD basis set) of the molecule C11H11NO2 at a distorted geometry.

Structure (XYZ):
```
25
Properties=species:S:1:pos:R:3:forces:R:3:mulliken_charge:R:1
O 1.64069 2.65533 -1.13357 -0.156 -0.520 1.467 -0.5805
O 2.37148 0.83285 3.26049 1.303 1.056 -0.368 -0.5453
C -2.03880 0.33272 -1.57794 0.554 -1.385 0.391 -0.7474
C -2.09164 -1.04570 -1.44983 -0.280 1.570 0.037 -0.5198
C 2.01219 1.70428 0.98671 -0.653 0.291 -0.539 -0.4060
C -0.87672 1.17178 -1.26038 0.806 -1.296 1.635 -0.7243
C 1.24277 1.79117 -0.12701 0.424 -0.729 0.829 0.2399
C 1.62975 0.84838 2.12205 -1.692 -1.402 -0.932 0.8844
C -1.07549 -1.88165 -0.82090 1.332 1.569 2.585 0.8088
C 0.56780 0.00312 2.04282 0.694 0.690 -0.194 -1.2521
C -0.26480 -1.48981 0.23299 -1.198 0.230 -1.926 -0.8956
C 0.04243 0.92861 -0.22914 -1.695 1.166 -2.708 0.1314
N -1.05849 -3.20055 -1.11028 -1.327 -2.027 -2.817 -0.5576
C -0.30238 -0.12355 0.80005 0.320 1.049 1.351 0.6035
H 1.17872 2.42329 -1.92561 -0.459 -0.234 -0.835 0.3028
H 3.18909 1.32566 3.03434 -0.571 -0.420 0.626 0.2791
H -2.89632 0.82334 -2.04061 0.274 -0.117 -0.024 0.3898
H -3.00057 -1.55333 -1.82858 0.691 0.227 0.245 0.3630
H 2.86355 2.37036 0.98668 0.302 -0.117 0.404 0.3130
H -0.76589 2.01925 -1.90880 0.161 0.424 -0.161 0.3448
H 0.29161 -0.59702 2.90873 0.208 0.040 -0.194 0.4225
H 0.33032 -2.22556 0.73436 0.451 -0.317 0.027 0.3198
H -1.34206 -3.41116 -2.09452 0.624 -0.093 1.499 0.2336
H -0.31569 -3.77126 -0.74126 -0.019 0.150 -0.151 0.2227
H -1.33156 0.06943 1.13922 -0.092 0.195 -0.248 0.3695
```
Forces are in eV/Å.

Total charge: 0
SMILES string: NC1=C[C@H]2C=C(O)C=C(O)C2=CC=C1
ΔE to the lowest compared entry with this formula, charge and spin (kcal/mol): 83.6
Max |F| (eV/A): 3.715
E (Ha): -630.9175

***

The following is a DFT calculation (ωB97M-V with the def2-TZVPD basis set) of the molecule C11H11NO2 at a distorted geometry.

Structure (XYZ):
```
25
Properties=species:S:1:pos:R:3:forces:R:3:mulliken_charge:R:1
C -3.42405 -1.79199 -0.02405 -0.212 0.021 0.022 -0.4420
C -2.17897 -2.40897 -0.05124 0.049 0.136 -0.045 -0.6206
C -3.51969 -0.40145 -0.00482 -0.067 -0.230 -0.005 -0.5353
C -1.02655 -1.65568 -0.06599 -0.114 -0.151 0.020 -0.4973
C -2.38629 0.37050 -0.00388 0.404 0.244 0.032 -0.5313
C -1.10035 -0.24000 -0.02858 0.196 -0.696 -0.073 1.3177
C 0.06532 0.49770 0.00835 1.935 -0.620 -0.958 -0.5088
C 2.34648 -0.20946 -0.30521 -4.852 2.782 0.114 -0.3785
C 0.42219 1.88835 0.19567 0.760 0.294 0.499 -0.3899
C 2.82789 1.11020 0.11056 0.340 -0.072 -0.055 -0.3677
C 1.83585 2.18675 -0.34379 -0.267 -0.023 0.006 -0.7218
N 2.74266 -1.43444 0.02152 1.577 -1.669 0.196 0.9617
O 1.99071 -2.40869 0.09317 0.357 0.474 0.207 -0.6212
O 3.99050 -1.50131 0.09605 -0.024 -0.411 0.121 -0.5964
H -4.32533 -2.38701 -0.01543 -0.052 -0.057 -0.004 0.3772
H -2.11241 -3.48529 -0.06093 0.015 -0.138 -0.014 0.4105
H -4.49349 0.06765 0.00847 -0.026 0.053 0.003 0.3786
H -0.04816 -2.12005 -0.07792 -0.200 0.084 -0.036 0.5325
H -2.45764 1.44801 0.00610 -0.027 0.098 0.026 0.3074
H -0.29455 2.59199 -0.24619 -0.046 -0.216 -0.048 0.4223
H 0.42247 2.05681 1.28320 -0.007 0.312 -0.003 0.1974
H 2.96535 1.16131 1.20050 0.086 -0.159 -0.059 0.2742
H 3.79759 1.30073 -0.35881 0.107 -0.049 0.126 0.3345
H 1.79622 2.19432 -1.43379 0.039 0.036 -0.021 0.3493
H 2.16426 3.17002 -0.00296 0.030 -0.042 -0.050 0.3475
```
Forces are in eV/Å.

Total charge: 0
ΔE to the lowest compared entry with this formula, charge and spin (kcal/mol): 88.5
Spin multiplicity: 3
Max |F| (eV/A): 5.594
E (Ha): -630.6754

***

The following is a DFT calculation (ωB97M-V with the def2-TZVPD basis set) of a structure of composition C11H11NOS5Sc.

Structure (XYZ):
```
30
Properties=species:S:1:pos:R:3:forces:R:3:mulliken_charge:R:1
Sc 1.31693 0.07247 0.59036 -0.409 -0.008 -0.145 0.2126
O -0.60755 0.13702 1.50296 -0.109 0.012 -0.018 -0.2129
C -1.77951 0.42148 0.68645 0.051 0.021 -0.027 -0.6051
C -2.17888 -0.77919 -0.14905 -0.029 0.015 -0.002 -0.4849
C -1.02094 -1.40813 -0.94140 0.028 -0.101 -0.010 -0.9008
C -0.37299 -0.49685 -1.95314 -0.006 -0.015 0.000 0.8452
C -0.81637 -0.42666 -3.26297 -0.021 0.037 -0.003 -0.7165
C -0.19195 0.43739 -4.14804 -0.006 0.000 -0.023 -0.2744
C 0.86976 1.21643 -3.71028 0.001 0.007 -0.016 -0.8151
C 1.26785 1.09591 -2.39791 -0.012 -0.013 0.023 -0.1515
N 0.66255 0.25944 -1.53606 -0.072 -0.024 -0.059 0.1392
H -0.80378 -0.36227 2.31056 -0.081 0.051 -0.017 0.2725
H -1.47171 1.26296 0.06538 -0.034 0.006 -0.036 0.3310
H -2.58080 0.77284 1.33220 -0.027 -0.076 0.029 0.4753
H -2.96869 -0.45331 -0.83045 0.008 -0.015 -0.014 0.3961
H -2.61833 -1.55037 0.48655 0.024 0.008 0.026 0.3694
H -1.39227 -2.29577 -1.45297 -0.043 0.035 -0.046 0.4785
H -0.26256 -1.80241 -0.25110 -0.029 0.031 0.001 0.1539
H -1.63721 -1.05314 -3.58434 -0.005 0.004 0.003 0.4494
H -0.52536 0.49863 -5.17558 -0.004 -0.005 0.007 0.4389
H 1.38281 1.89817 -4.37270 0.001 -0.007 0.008 0.4173
H 2.09676 1.67490 -2.00730 0.000 0.008 -0.007 0.3784
S 0.40127 0.30679 6.60193 -0.022 -0.001 -0.005 -0.1538
C 1.04965 0.21318 5.12419 0.070 0.043 -0.002 0.0784
S 1.28194 -1.28966 4.25942 -0.121 0.009 -0.004 -0.0512
C 2.04609 -0.62818 2.82300 0.050 -0.105 0.016 0.0935
C 2.18389 0.73222 2.79499 0.086 0.082 0.052 0.5187
S 2.70345 1.73142 1.45091 0.431 0.313 0.146 -0.3463
S 1.59803 1.59359 4.20675 -0.075 -0.013 0.029 -0.0246
S 2.36793 -1.77888 1.53763 0.356 -0.300 0.093 -0.3112
```
Forces are in eV/Å.

Total charge: +1
ΔE to the lowest compared entry with this formula, charge and spin (kcal/mol): 0.0
Max |F| (eV/A): 0.552
E (Ha): -3307.3270

***

The following is a DFT calculation (ωB97M-V with the def2-TZVPD basis set) of the ion C11H11O2S with charge +1 at a distorted geometry.

Structure (XYZ):
```
25
Properties=species:S:1:pos:R:3:forces:R:3:mulliken_charge:R:1
C -0.21060 1.20768 0.68809 -0.311 -2.311 0.579 -0.9909
C -0.34558 -1.10565 0.03671 0.512 0.567 -0.645 -0.3897
C -1.27652 0.99769 1.50906 -2.499 -0.956 0.804 -0.3353
C -1.54658 -1.29013 0.69754 0.634 0.429 0.718 -0.7631
C 0.36256 0.11461 0.00724 -0.140 0.079 0.324 0.8960
C -1.98545 -0.25477 1.55733 -0.280 0.166 -0.089 0.5452
C 3.83885 1.47120 -1.29853 -0.126 -1.367 -0.043 -0.4250
C 1.63206 0.30907 -0.65487 -0.379 1.532 1.007 0.2275
C 3.19994 -0.92174 -2.04022 3.207 0.753 0.559 0.3157
C 3.24327 -1.43748 -3.41451 0.173 2.543 -2.345 -0.8646
C -3.82442 0.66657 2.80300 -1.518 -1.704 0.164 -0.8209
O 2.23597 -0.56489 -1.36973 -3.231 -0.308 -0.180 -0.2115
O -3.09493 -0.47800 2.35116 2.025 -0.047 -1.335 -0.4082
S 2.70415 1.80019 -0.20883 -0.235 -1.880 -1.361 0.0817
H 0.23656 2.12681 0.71960 1.058 2.283 -0.130 0.4766
H 0.12683 -1.83641 -0.58912 -0.360 -0.900 -0.017 0.4620
H -1.76481 1.75705 2.12728 0.833 0.177 -0.387 0.4891
H -2.05110 -2.24150 0.63517 -0.169 0.018 0.100 0.4163
H 4.81968 1.86789 -1.15949 0.531 0.802 -0.100 0.3301
H 2.69322 -0.73349 -4.18048 0.882 -1.016 1.437 0.2907
H 2.67099 -2.34315 -3.46857 -0.111 -0.824 0.207 0.3814
H 4.30987 -1.55662 -3.81005 -1.588 -0.063 0.942 0.3162
H -4.85540 0.21075 3.06290 1.549 1.308 -0.725 0.2288
H -3.75256 1.39520 2.01982 -0.932 0.520 -0.376 0.4174
H -3.40933 1.08883 3.68701 0.473 0.200 0.893 0.3345
```
Forces are in eV/Å.

Total charge: +1
ΔE to the lowest compared entry with this formula, charge and spin (kcal/mol): 84.0
Max |F| (eV/A): 3.463
E (Ha): -973.8813

***

The following is a DFT calculation (ωB97M-V with the def2-TZVPD basis set) of the molecule C11H11O4P at a distorted geometry.

Structure (XYZ):
```
27
Properties=species:S:1:pos:R:3:forces:R:3:mulliken_charge:R:1
C 1.00268 3.61443 -0.53135 -0.762 -1.827 1.126 -0.6758
C 0.52344 2.48613 0.17818 0.708 1.283 -1.695 -0.5304
C 0.44208 1.01129 -0.37803 -0.447 -0.557 0.938 0.5166
C -0.61091 0.14874 0.01374 1.342 0.481 -2.235 0.1261
P -2.02558 0.54739 1.19588 -1.102 -1.253 0.960 0.1467
C -2.68141 2.30620 0.96256 0.875 1.029 -0.171 -0.9169
O -3.37418 -0.46648 0.77124 1.708 2.192 -1.163 -0.4646
C -0.54921 -1.34546 -0.60075 -0.754 -0.818 -0.545 0.1814
O -1.53886 -1.96715 -1.03442 3.188 2.002 1.525 -0.5256
C 0.93906 -1.97298 -0.66085 2.131 1.517 -1.025 0.5100
C 1.26682 -3.49700 -0.28717 -0.203 1.542 1.195 -0.6467
C 1.48957 -3.50672 1.32393 -0.577 -3.225 1.057 0.0948
O 1.33826 -4.55857 2.00318 0.613 4.198 -2.557 -0.4939
C 1.99985 -1.09724 -1.06014 -3.336 -0.877 0.982 -0.5476
C 1.57707 0.43006 -1.36805 0.882 0.533 -0.928 0.2801
O 2.07962 1.09889 -2.30076 -1.614 -2.154 3.296 -0.5406
H 1.71333 3.52954 -1.42520 -1.660 0.044 1.154 0.2546
H 0.64016 4.65288 -0.19691 1.167 -1.724 -0.238 0.2455
H 0.13027 2.67379 1.23618 0.052 -0.488 -1.838 0.4600
H -2.25528 2.92758 1.83958 -0.623 -1.078 -1.338 0.2790
H -2.23123 2.75267 0.01555 -1.034 -0.388 1.083 0.3446
H -3.81450 2.39598 1.04181 1.527 -0.441 -0.379 0.3244
H -3.65370 -0.17234 -0.13409 0.091 -0.726 0.965 0.3155
H 0.42965 -4.22264 -0.54507 1.255 0.960 0.248 0.2891
H 2.28478 -3.77568 -0.72740 -1.549 0.262 0.404 0.3264
H 1.81562 -2.50655 1.80568 -0.408 -1.321 -0.623 0.3270
H 3.06259 -1.48674 -1.13733 -1.470 0.833 -0.198 0.3203
```
Forces are in eV/Å.

Total charge: 0
SMILES string: C=CC1=C(P(C)O)C(=O)C(CC=O)=CC1=O
ΔE to the lowest compared entry with this formula, charge and spin (kcal/mol): 0.0
Max |F| (eV/A): 4.954
E (Ha): -1067.8847

***

The following is a DFT calculation (ωB97M-V with the def2-TZVPD basis set) of a cluster of 2 separate species, C11H12BN2O3 in total at a distorted geometry.

Structure (XYZ):
```
29
Properties=species:S:1:pos:R:3:forces:R:3:mulliken_charge:R:1
N 4.12094 -2.22969 -1.67118 -0.492 0.260 0.738 -0.5599
B 3.26169 -1.12112 -1.28510 1.530 0.027 -0.103 0.3416
O 3.82349 0.02472 -0.83046 -1.249 0.167 -0.845 -0.4400
N 1.74866 -1.29811 -1.35760 0.651 -0.014 0.137 0.1900
C 0.89244 -0.29400 -1.60039 0.484 0.691 -0.027 0.2493
C -0.45011 -0.49443 -1.62438 -0.274 0.232 -0.395 -1.1438
C -0.91333 -1.77224 -1.37615 -1.050 -0.040 -0.083 0.0712
C -0.03849 -2.80774 -1.13498 -0.447 -0.321 0.059 -0.8976
C 1.29529 -2.53625 -1.13413 0.264 -0.794 0.064 0.0133
H 4.93653 -1.86506 -2.15894 -0.032 -0.037 0.011 0.2899
H 4.50517 -2.59298 -0.79401 0.034 -0.430 -0.300 0.2895
H 3.21361 0.77533 -0.88505 0.356 0.200 0.519 0.2890
H 1.30763 0.69345 -1.77105 0.056 -0.134 -0.051 0.4487
H -1.10157 0.34424 -1.84483 -0.080 -0.131 0.157 0.6013
H -1.98530 -1.94114 -1.37567 0.090 -0.097 -0.025 0.4430
H -0.37867 -3.82085 -0.96693 -0.009 0.092 0.051 0.4149
H 2.01233 -3.32725 -0.95303 0.193 0.262 -0.156 0.4257
C -2.99304 2.97982 2.59477 -0.008 0.002 -0.104 -0.4420
C -3.06053 2.96659 1.26496 -0.030 0.037 0.046 -0.4825
C -2.26138 2.01036 0.46855 -0.070 0.070 -0.060 0.6992
O -2.31414 1.99182 -0.74782 0.068 -0.063 0.005 -0.5611
C -1.38554 1.06747 1.20085 0.008 0.029 0.174 0.1167
C -1.31336 1.07562 2.52851 0.060 -0.072 -0.078 -0.4895
C -2.11545 2.03591 3.33316 -0.072 0.078 0.097 0.2226
O -2.05260 2.04345 4.53983 0.035 -0.035 -0.030 -0.5008
H -3.56827 3.67122 3.19682 0.017 -0.019 0.036 0.4191
H -3.69414 3.64575 0.70922 0.013 -0.018 -0.032 0.4337
H -0.81337 0.38014 0.59302 -0.021 0.031 0.138 0.1194
H -0.67851 0.39495 3.08202 -0.025 0.028 0.057 0.4395
```
Forces are in eV/Å.

Total charge: +1
Max |F| (eV/A): 1.534
E (Ha): -786.2800